one) 21
Properties=species:S:1:pos:R:3 method="wB97M-V/def2-TZVPD" e_lumo_ha=-0.118 homo_lumo_gap_ev=5.917 homo_energy_ev=-9.124
C 0.36214 -0.15362 -1.33711
N -0.34582 0.68919 -0.42211
C -1.45163 0.20497 0.42548
N -2.41032 1.27412 0.62127
N -1.78368 -1.09573 0.12083
H -0.33836 -0.70365 -2.04431
H 1.14173 0.38794 -1.80448
H 0.79434 -1.06618 -0.87275
H 0.42617 1.20275 0.03728
H -2.79764 1.59053 -0.26585
H -2.06559 1.98055 1.24842
H -2.68324 -1.10695 -0.36320
H 2.10781 0.20634 -0.19374
H 3.22653 -1.19839 -0.28145
O 2.30957 -0.91728 -0.18302
H -1.00646 0.15616 1.48342
H 2.17138 2.02201 0.10398
O 1.57774 1.36933 -0.27313
H -0.51594 -1.73202 1.28156
H 0.95869 -1.46078 0.99988
O 0.32256 -1.64928 1.71904

two) 21
Properties=species:S:1:pos:R:3 method="wB97M-V/def2-TZVPD" e_lumo_ha=0.017 homo_lumo_gap_ev=9.656 homo_energy_ev=-9.188
H 2.53953 -0.56553 1.37556
N 1.55790 -0.45982 1.58704
C 0.85452 -1.50184 1.41322
N 1.26009 -2.65770 0.75485
N -0.48090 -1.53379 1.77415
C -0.99864 -0.36687 2.44696
H 0.66206 -3.46780 0.87781
H 2.16182 -3.04959 0.91682
H -1.05968 -1.91656 1.04115
H -0.51999 -0.30704 3.42781
H -0.74566 0.57720 1.96625
H -2.06782 -0.40965 2.62671
O 1.66712 1.80848 -1.86379
H 1.34562 1.85726 -2.77120
H 1.95230 0.88708 -1.84211
O -2.66504 1.16033 -5.54960
H -1.98114 1.35236 -4.89817
H -3.46368 1.09766 -5.01358
O -0.29228 2.39472 0.46618
H -0.17292 3.30578 0.70117
H 0.44678 1.79531 0.56274

two) takes first place; second place is 0.2840 hartree up.

one) 52
Properties=species:S:1:pos:R:3 method="wB97M-V/def2-TZVPD" e_lumo_ha=-0.013 homo_lumo_gap_ev=7.363 homo_energy_ev=-7.706 smiles="O=C(Nc1ccc2nc(-c3ccco3)c(-c3ccco3)nc2c1)N1CCCCCC1"
O -3.84812 4.04029 -1.10238
C -2.70764 3.62045 -1.07001
N -2.44149 2.28062 -1.37831
C -1.67978 1.38672 -0.63586
C -1.22219 1.72395 0.66127
C -0.45676 0.85771 1.38641
C -0.11480 -0.40074 0.85299
N 0.72295 -1.21634 1.51099
C 0.98824 -2.39872 0.99698
C 2.01688 -3.16094 1.67176
C 2.45912 -3.05212 2.96896
C 3.50287 -3.98871 3.10789
C 3.63139 -4.58722 1.88947
O 2.74268 -4.09492 1.01884
C 0.30551 -2.84868 -0.18509
C 0.34148 -4.21507 -0.66124
C 0.07417 -4.69447 -1.92198
C 0.20184 -6.09542 -1.84452
C 0.52099 -6.36924 -0.54709
O 0.60639 -5.24485 0.17186
N -0.44020 -2.02263 -0.88558
C -0.63607 -0.77499 -0.41927
C -1.40163 0.14022 -1.15540
N -1.63166 4.39870 -0.79404
C -0.27711 4.01520 -1.14012
C 0.56353 5.15049 -1.72986
C 1.23848 6.02003 -0.67060
C 0.28576 6.97113 0.04643
C -0.91102 6.27045 0.68484
C -1.91473 5.74963 -0.34205
H -3.17709 1.85899 -1.93026
H -1.52095 2.67138 1.08372
H -0.10254 1.10905 2.37389
H 2.06659 -2.38883 3.71065
H 4.07985 -4.18934 3.98725
H 4.29859 -5.34647 1.53101
H -0.17017 -4.10146 -2.77797
H 0.07206 -6.80232 -2.63815
H 0.69989 -7.29350 -0.03337
H -1.77741 -0.16024 -2.12111
H 0.24636 3.61020 -0.26343
H -0.34653 3.21115 -1.87699
H -0.04587 5.76329 -2.39435
H 1.34511 4.68773 -2.33627
H 2.02247 6.61206 -1.14827
H 1.72164 5.36866 0.06191
H -0.08125 7.71848 -0.66113
H 0.84346 7.50116 0.82187
H -1.42831 6.99006 1.32225
H -0.57233 5.45168 1.32121
H -1.96249 6.43787 -1.19475
H -2.91676 5.71129 0.09281

two) 52
Properties=species:S:1:pos:R:3 method="wB97M-V/def2-TZVPD" e_lumo_ha=0.025 homo_lumo_gap_ev=9.288 homo_energy_ev=-8.606 smiles="CN(Cc1ccon1)C(=O)CCc1nnc(Cc2ccc(-c3ccccc3)cc2)o1"
C -3.74671 -0.50462 -2.10817
N -4.58255 -0.64085 -0.93793
C -5.39231 0.53647 -0.64631
C -4.53262 1.53931 0.05119
C -4.42484 1.76559 1.44600
C -3.43568 2.69551 1.53946
O -2.99018 3.00815 0.32067
N -3.66856 2.28145 -0.59824
C -4.65816 -1.67912 -0.07150
O -5.45426 -1.68032 0.84871
C -3.68074 -2.83654 -0.22957
C -2.64036 -2.71439 0.89876
C -2.03555 -1.36171 0.92070
N -2.06754 -0.50667 1.88500
N -1.43147 0.60605 1.45459
C -1.04403 0.37950 0.24482
C -0.26999 1.27927 -0.64099
C 1.20008 0.97808 -0.46822
C 1.80753 1.20600 0.76074
C 3.14393 0.91396 0.94628
C 3.90941 0.38930 -0.09386
C 5.33370 0.08051 0.10180
C 5.77351 -0.52723 1.27548
C 7.11221 -0.82050 1.45694
C 8.03392 -0.50650 0.47224
C 7.60808 0.10081 -0.69719
C 6.26900 0.38967 -0.88302
C 3.29412 0.16177 -1.32157
C 1.95335 0.44667 -1.50419
O -1.38691 -0.86517 -0.16205
H -4.30769 -0.77642 -3.00815
H -2.85133 -1.11586 -2.05114
H -3.44013 0.54071 -2.18395
H -5.78386 0.94194 -1.58161
H -6.20910 0.22882 0.00864
H -4.97761 1.28720 2.22451
H -2.96909 3.18424 2.36968
H -3.19829 -2.86640 -1.20292
H -4.23877 -3.76248 -0.08639
H -3.12523 -2.86053 1.86372
H -1.85867 -3.46620 0.76673
H -0.48558 2.30798 -0.34967
H -0.57661 1.11922 -1.67508
H 1.21837 1.60931 1.57137
H 3.60751 1.11198 1.90136
H 5.05651 -0.78928 2.04003
H 7.43825 -1.29771 2.36974
H 9.07993 -0.73366 0.61587
H 8.32346 0.35236 -1.46678
H 5.94467 0.87909 -1.79004
H 3.86523 -0.26355 -2.13388
H 1.49162 0.25477 -2.46259

one) takes first place; second place is 0.0304 hartree up.

one) 28
Properties=species:S:1:pos:R:3 method="wB97M-V/def2-TZVPD" e_lumo_ha=0.028 homo_lumo_gap_ev=9.111 homo_energy_ev=-8.350 smiles=CCc1ccc(O)cc1.CCO
C 1.86155 0.63914 2.59848
C 1.07414 -0.16948 1.51644
C 0.63792 0.73868 0.38509
C 1.23219 0.67591 -0.85757
C 0.60314 1.42615 -1.88254
C -0.49068 2.26888 -1.62614
O -0.96305 3.04129 -2.61833
C -0.82160 2.46508 -0.28469
C -0.25532 1.76630 0.75976
H 1.22518 1.31270 3.17306
H 2.59408 1.31256 2.14885
H 2.36794 -0.00625 3.31328
H 1.84906 -0.91727 1.27100
H 0.31694 -0.84993 1.89738
H 1.98191 -0.06963 -1.07328
H 0.90896 1.04215 -2.84308
H -1.61089 3.68451 -2.32173
H -1.57321 3.22079 -0.05563
H -0.53001 1.72337 1.79762
C -0.52052 -2.11124 -1.11943
C -1.41972 -2.61997 0.05541
O -2.35434 -3.62737 -0.33547
H 0.50894 -2.18955 -0.81137
H -0.95137 -1.13239 -1.35232
H -0.89451 -2.62976 -2.00518
H -0.73975 -3.00788 0.82178
H -2.07846 -1.86486 0.49991
H -1.95854 -4.12193 -1.05127

two) 28
Properties=species:S:1:pos:R:3 method="wB97M-V/def2-TZVPD" e_lumo_ha=0.034 homo_lumo_gap_ev=9.248 homo_energy_ev=-8.335 smiles=Cc1ccc(O)cc1.CC(C)O
C 2.21082 -1.38183 0.24893
C 2.18505 0.10411 -0.02320
C 2.11438 1.04230 1.00002
C 1.70095 2.33033 0.84598
C 1.54061 2.76827 -0.46671
O 1.15993 4.07217 -0.74233
C 1.77542 1.91827 -1.56346
C 2.06081 0.57580 -1.30287
H 1.19208 -1.70278 0.11297
H 2.59166 -1.56649 1.26179
H 2.77960 -2.01691 -0.43582
H 2.39068 0.68971 2.03667
H 1.63919 2.97922 1.68943
H 1.61141 4.32642 -1.56138
H 1.60256 2.34435 -2.55738
H 2.13946 -0.04911 -2.20421
C -1.81862 -0.26630 -0.01689
C -2.69233 -1.23383 0.80677
C -3.52791 -2.14537 -0.20971
O -1.72103 -2.04624 1.44424
H -1.77361 -0.50773 -1.07426
H -0.81104 -0.58496 0.32459
H -1.97483 0.80098 0.13729
H -3.25156 -0.76378 1.65349
H -2.96515 -2.07680 -1.14182
H -3.62644 -3.17779 0.06956
H -4.48830 -1.61901 -0.25507
H -2.04379 -2.81298 1.92340

two) takes first place; second place is 0.0162 hartree up.